1.
C45H41BiN2O8Se2 | ωB97M-V with the def2-TZVPD basis set

Geometry as XYZ:
```
99
Properties=species:S:1:pos:R:3:forces:R:3
Bi 0.22554 0.60499 -0.64223 0.872 1.214 2.316
Se 1.43386 1.95343 2.24638 -0.133 -0.359 -0.873
Se 1.96206 3.17078 -2.17830 -0.309 0.166 0.816
O 1.12860 5.96507 0.29004 0.008 -0.107 -0.272
O 3.94251 6.39794 0.46940 -0.762 0.673 0.382
O -1.28048 2.00906 -1.63524 -1.086 -0.921 -2.484
O 2.93104 -1.52495 -4.63582 -0.003 0.283 0.064
O 2.97411 0.03060 -2.96333 -2.626 -2.407 -2.866
O -2.92126 2.02961 -3.18710 0.778 -0.325 -0.063
O 1.12296 -1.21191 0.33591 0.471 -1.328 -0.860
O -1.36916 0.61158 0.89184 -0.888 -0.244 -0.223
N 0.16063 0.32055 -3.25225 -0.128 -0.505 -1.527
N -1.38412 -1.69342 -0.90509 0.121 -0.825 -0.048
C -3.00011 4.35571 1.29309 -0.623 0.334 -0.316
C -0.77411 -2.91402 -0.90190 -1.719 -0.099 0.513
C 2.02349 -4.72732 1.17083 -1.270 0.808 0.038
C 5.77032 -2.03500 -0.87702 -0.381 -1.501 -0.489
C -2.41364 -0.26086 3.22772 -0.423 -0.015 -0.158
C -4.70051 -0.05992 2.45193 0.867 0.529 -0.706
C 0.66596 -3.02796 -1.23809 0.145 1.000 -0.323
C 3.75848 5.25473 1.28114 -0.169 -0.856 0.124
C 3.00602 2.83389 1.35202 -0.048 -0.581 0.641
C 3.64533 -3.03887 -1.55546 -0.006 0.056 0.167
C 0.69985 -3.01922 2.24333 0.123 0.622 -0.861
C 2.31541 -0.61678 -3.81154 2.824 1.307 2.763
C -3.35559 -2.70541 -0.00289 -0.054 -1.055 -0.179
C -4.24292 -1.16434 4.54133 -0.269 0.051 -0.075
C 5.18827 -1.54467 0.27911 -0.092 0.719 -0.109
C -4.09916 4.73452 0.51897 -0.289 -0.708 0.224
C 1.67567 -5.58310 2.21550 0.530 -0.059 -0.075
C -3.32055 -0.26870 -0.30002 -0.708 -0.228 -0.557
C 3.25546 4.02238 -0.86428 -0.437 -0.660 -0.835
C -1.80856 1.65520 -2.78462 -1.027 1.770 2.389
C -1.70754 0.16483 -4.78478 0.394 0.049 0.372
C -5.14310 -0.66754 3.59735 -0.038 -0.512 0.204
C -2.79130 -3.98223 -0.10267 -0.182 0.566 0.188
C -1.06233 0.69159 -3.63890 0.322 -1.044 -0.728
C -4.85340 3.75310 -0.10968 -0.012 0.219 0.111
C -1.04084 -0.75692 -5.57363 0.550 0.413 0.757
C -2.90422 -0.87420 4.39326 0.880 -0.011 -0.366
C 0.90678 -5.14669 3.30600 0.023 -1.244 -0.595
C 3.82485 -1.66994 0.44883 -0.447 -0.750 -0.683
C -2.63064 3.03898 1.38962 -0.055 -0.590 -0.478
C -2.76777 0.59865 0.84095 0.355 1.013 0.172
C 3.05012 -2.41851 -0.46600 -0.679 0.451 0.468
C 1.38741 4.62289 0.81033 0.392 0.581 0.041
C -1.47721 -4.08313 -0.53253 0.092 0.605 -0.064
C -3.34712 2.05741 0.67553 0.975 -0.371 0.518
C -2.65146 -1.59547 -0.44610 0.429 -0.421 0.561
C 0.84280 -0.51553 -4.07638 -0.280 0.661 -0.631
C 0.40053 -3.86787 3.29254 0.630 0.211 -0.042
C 1.41949 -3.44393 1.11315 0.340 -0.438 0.533
C 5.00409 -2.84347 -1.74028 0.787 0.539 0.395
C -4.46633 2.41821 -0.06832 0.509 0.157 0.706
C 2.84235 4.18486 0.60938 -0.243 0.168 0.258
C 1.53816 -2.47455 -0.10898 0.617 1.036 1.797
C 0.29142 -1.06339 -5.25200 -0.365 0.338 0.956
C -3.30927 0.07425 2.21023 -0.056 0.070 -0.204
H 2.71111 -5.05582 0.39559 -0.202 -0.019 -0.046
H 0.42498 -1.96016 2.28678 -0.207 -0.437 -0.255
H 5.77034 -0.98613 1.00707 -0.037 -0.012 -0.127
H 2.05194 -6.60703 2.13138 -0.072 0.244 0.460
H 0.89715 5.89889 -0.65809 0.225 -0.398 0.603
H -5.42309 0.34565 1.73018 0.356 -0.257 0.247
H 3.10355 -3.65938 -2.27975 0.022 0.277 0.419
H -6.19914 -0.82024 3.73449 -0.322 -0.045 0.097
H -0.16216 -3.47445 4.11156 -0.301 0.072 0.467
H -4.61265 -1.80795 5.33310 0.107 0.307 0.221
H 0.95507 -4.05592 -1.38769 -0.085 -0.407 -0.420
H -4.40210 -0.46099 -0.09722 0.743 0.151 -0.299
H -4.42405 5.75865 0.46821 0.034 0.305 0.010
H 1.22654 4.63933 1.91446 -0.293 0.183 -0.965
H 0.68414 -5.85934 4.10554 0.012 0.317 -0.179
H -2.72156 0.50070 -4.98462 0.237 -0.040 0.064
H -5.05299 1.68936 -0.59061 -0.144 -0.310 -0.241
H -1.52858 -1.20566 -6.41968 -0.036 -0.102 -0.272
H 0.87230 -1.73116 -5.86357 0.164 -0.026 -0.039
H 3.29896 2.07701 0.61581 0.347 0.198 0.337
H 0.83884 -2.41724 -2.13233 0.241 -0.218 -0.047
H -2.48015 5.10680 1.84464 0.498 0.387 0.204
H 6.82880 -1.95423 -1.07604 0.118 0.181 0.084
H -3.38703 -4.85298 0.19119 0.375 0.228 -0.083
H 3.50700 4.96606 -1.36760 0.192 -0.409 0.493
H 4.05340 3.27335 -0.92731 0.328 0.698 0.154
H -3.26501 0.24696 -1.26531 0.089 0.261 0.270
H 3.31619 5.50421 2.27324 0.174 0.027 -0.411
H -2.16146 -1.16116 5.13412 -0.250 -0.112 0.060
H -1.34425 -0.06234 3.08123 -0.499 -0.128 -0.007
H -4.36413 -2.58361 0.39079 0.251 0.023 -0.105
H 5.50582 -3.37058 -2.53307 0.158 0.037 -0.415
H 3.89008 -1.51811 -4.43817 -0.655 0.215 0.234
H -5.78869 4.01751 -0.58823 0.106 0.068 -0.287
H -1.73749 2.75649 1.94851 -0.215 -0.049 -0.117
H -0.96143 -5.03593 -0.55387 -0.015 0.040 -0.032
H 4.74308 4.81289 1.48731 -0.053 0.162 -0.221
H 3.01935 6.71419 0.32605 0.664 -0.250 -0.078
H 3.28683 -1.20337 1.25797 0.031 0.127 0.220
H 0.74040 3.89492 0.32430 -0.192 0.172 0.155
H 3.71921 2.88580 2.20934 -0.120 0.095 -0.938
```
Forces are in eV/Å.

Summary:
HOMO = -1.10 eV
charge = -2
orbital gap = 4.93 eV
2S+1 = 1
lowest unoccupied orbital energy = 3.83 eV

***

2.
C45H41ClGeN4O3ReS | ωB97M-V with the def2-TZVPD basis set

Geometry as XYZ:
```
97
Properties=species:S:1:pos:R:3:forces:R:3
Re -0.24292 0.09427 0.35985 -0.050 0.339 -1.440
Ge 3.23055 1.16050 1.28409 0.303 -0.219 -0.398
Cl -2.18434 -4.84128 3.15485 -0.013 -0.061 0.125
S 2.54868 -1.41398 -0.22034 0.006 -0.083 -0.163
O 0.77741 1.14438 -3.33846 0.092 -0.278 0.089
O 0.01921 2.70320 0.20260 0.109 0.140 -0.029
O -0.15525 -0.05798 -1.72944 -0.567 -0.187 0.599
N -0.53252 0.33781 2.34311 -0.124 0.039 0.946
N -2.48435 0.19116 0.12437 0.414 0.030 0.006
N -2.07402 3.17348 -0.47927 -0.229 -0.159 0.002
N -0.12440 -2.58361 0.64895 -0.397 -0.534 0.101
C 6.62855 -0.32645 -0.78630 0.024 0.022 -0.155
C -2.69044 2.56945 0.68387 0.172 -0.027 0.164
C -0.21496 1.51926 4.41433 -0.305 -0.242 0.145
C 1.86090 -1.29564 -4.25474 0.017 -0.015 -0.064
C 3.04458 1.60674 4.26463 0.125 0.130 -0.071
C 2.51801 -1.64312 -1.97099 -0.086 0.200 0.318
C 2.97199 0.71434 3.20590 0.113 0.301 -0.632
C -1.69168 -0.32013 4.35439 0.252 0.128 0.112
C 0.02805 1.33008 3.07308 0.057 0.339 -0.132
C -4.40607 -1.16495 -0.33763 -0.192 0.189 0.107
C 5.77449 -0.25583 1.84037 -0.179 0.117 0.118
C 1.73244 -0.96446 -2.90623 -0.032 0.140 -0.062
C -1.41520 -0.44741 3.01566 -0.238 -0.128 0.059
C 6.97435 -0.86672 1.52259 0.219 -0.132 0.024
C 4.98987 0.33000 0.85803 -0.414 0.316 0.276
C 2.76201 -0.17693 5.84221 -0.046 -0.007 0.117
C 4.19099 5.32917 1.21216 0.074 0.177 0.076
C -1.26970 -4.21606 -0.67209 -0.152 -0.208 0.294
C -0.25134 3.67975 -1.97497 0.183 -0.130 -0.119
C 0.74026 0.14630 -2.62343 0.397 0.035 -0.574
C 7.40412 -0.90211 0.20733 0.126 -0.084 0.034
C -1.06572 0.66859 5.11315 0.029 0.010 -0.340
C -0.72694 3.14602 -0.66669 -0.148 0.242 -0.066
C -1.84589 -4.77750 0.46385 0.234 0.382 -0.012
C 5.43353 0.28630 -0.45764 -0.071 0.135 -0.081
C 2.72981 -2.27818 -4.68366 -0.058 -0.011 -0.090
C -1.50500 -4.22302 1.69032 0.019 -0.199 -0.245
C -3.04422 -0.96390 -0.25041 -0.139 -0.354 -0.083
C 1.89265 0.25296 0.10137 0.450 0.165 0.451
C -5.25748 -0.11221 -0.03158 0.259 -0.076 -0.017
C 3.98743 4.02370 1.62389 0.003 -0.094 0.181
C 3.51309 -2.94341 -3.75116 0.002 -0.044 0.023
C 3.32733 4.77351 -0.94620 0.027 0.095 -0.127
C 3.40920 -2.62243 -2.41504 -0.038 -0.067 -0.044
C -1.29886 0.77959 6.58310 -0.017 -0.062 -0.039
C 2.67447 -1.07865 4.79421 -0.065 -0.173 0.088
C -0.43650 -3.12263 -0.53458 0.165 0.060 0.015
C 2.77811 -0.63267 3.49012 -0.047 -0.011 -0.199
C 2.93685 1.16933 5.57366 0.058 0.077 0.159
C 3.85742 5.70975 -0.07548 0.015 0.085 -0.016
C 3.11028 3.47564 -0.52024 -0.136 -0.160 -0.083
C 3.42365 3.08137 0.77441 -0.137 -0.688 0.321
C -4.68555 1.10400 0.30350 -0.003 -0.215 -0.012
C -3.30451 1.22822 0.36580 -0.103 0.285 0.222
C -0.60899 -3.16678 1.74568 0.106 0.067 -0.258
H 1.24772 -0.75626 -4.96317 0.033 0.061 -0.046
H -1.92203 -1.21411 2.44318 0.029 0.150 -0.057
H 2.70172 -0.52306 6.86456 -0.036 -0.024 0.065
H 3.09106 5.05574 -1.96407 -0.033 -0.008 -0.041
H 4.82882 0.73134 -1.23757 -0.032 0.019 -0.144
H 2.71985 -1.33596 2.66996 -0.019 -0.192 -0.049
H 2.53699 -2.13233 4.99596 -0.011 -0.066 0.013
H -6.32870 -0.23852 -0.05022 -0.100 0.017 -0.048
H 0.14822 2.83275 -2.55006 -0.110 0.111 0.062
H 2.68679 2.76412 -1.21278 -0.100 -0.081 -0.123
H 3.17602 2.66006 4.06733 0.010 0.151 0.041
H -1.00843 -0.15305 7.06543 0.021 -0.023 0.146
H -2.36633 -1.77294 -0.48725 -0.017 0.072 0.005
H 4.28836 3.73232 2.61918 0.060 0.038 0.137
H -5.30687 1.95413 0.54105 -0.001 0.111 -0.006
H 8.34294 -1.37640 -0.04400 0.042 -0.041 -0.017
H -1.48356 -4.61657 -1.64984 -0.002 -0.037 -0.123
H 4.61920 6.05103 1.89416 0.037 0.026 0.047
H 0.29083 2.31783 4.93045 0.095 0.148 0.013
H -2.67181 3.39784 -1.26027 0.188 0.042 0.042
H -1.89405 2.45644 1.42769 -0.210 0.017 -0.069
H 5.43454 -0.23789 2.86661 0.056 -0.038 0.127
H -2.35673 0.94201 6.79273 -0.006 0.067 0.097
H 2.06448 0.77509 -0.84918 -0.036 0.163 0.122
H 4.21736 -3.69874 -4.06736 0.055 -0.083 -0.025
H -1.05265 4.14709 -2.54139 -0.027 0.096 -0.046
H 2.80337 -2.51821 -5.73454 0.008 -0.009 -0.061
H 7.57272 -1.32070 2.30208 0.033 -0.006 0.019
H -3.45801 3.24454 1.07636 0.101 -0.142 0.000
H -2.52852 -5.60929 0.39597 -0.068 -0.086 0.060
H 0.56094 4.38489 -1.81706 -0.004 0.072 0.098
H 4.01996 6.72723 -0.40203 0.019 0.061 -0.020
H -0.00792 -2.63650 -1.40052 0.044 0.070 -0.064
H 0.69191 1.99512 2.53525 -0.078 -0.079 -0.006
H 4.02399 -3.11669 -1.67845 0.160 -0.069 0.051
H -2.38963 -1.00547 4.81405 -0.070 -0.083 -0.005
H -0.26986 -2.76190 2.68934 -0.101 -0.029 0.122
H 2.99397 1.88066 6.38751 0.026 0.028 0.037
H -4.78796 -2.13110 -0.62613 -0.001 -0.099 -0.034
H 6.95438 -0.36082 -1.81800 0.008 0.015 -0.026
H -0.71339 1.58843 7.01212 -0.026 0.059 0.081
```
Forces are in eV/Å.

Summary:
HOMO (alpha / beta) = -6.36 / -5.26 eV
orbital gap (alpha / beta) = 6.46 / 5.13 eV
2S+1 = 4
lowest unoccupied orbital energy (alpha / beta) = 0.10 / -0.14 eV

***

Number 1: DFT total energy -7468.3774 hartree. Number 2: DFT total energy -5197.6917 hartree.